Record 1
{
  "formula": "C11H15ClN3",
  "method": "wB97M-V/def2-TZVPD",
  "e_lumo_ev": -3.439,
  "total_charge": 1,
  "e_above_lowest_kj_mol": 230.8,
  "homo_ev": -12.12,
  "smiles": "[H]/N=C1\\CC[C@@]([NH3+])(c2cccn2C)C=C1Cl",
  "orbital_gap_ev": 8.683,
  "species": ["H", "N", "C", "C", "C", "C", "N", "C", "C", "C", "C", "N", "C", "C", "C", "Cl", "H", "H", "H", "H", "H", "H", "H", "H", "H", "H", "H", "H", "H", "H"],
  "xyz": [[-2.3927, 0.3120, 2.9003], [-2.8272, -0.0122, 2.0101], [-2.3630, 0.6038, 1.0295], [-1.3177, 1.7465, 1.0091], [-0.6006, 1.8836, -0.3682], [-0.2273, 0.3225, -0.7908], [0.4847, 0.4917, -2.1091], [0.9873, -0.1092, 0.0837], [2.0772, 0.7309, 0.3513], [3.0323, -0.1520, 0.9065], [2.5566, -1.4310, 0.9174], [1.2988, -1.4159, 0.3783], [0.4716, -2.5922, 0.2514], [-1.5170, -0.4305, -0.9298], [-2.5842, -0.0634, -0.2544], [-4.0965, -0.5190, -0.7423], [-1.6946, 2.6990, 1.3154], [-0.6482, 1.5460, 1.8521], [-1.3325, 2.3020, -1.1117], [0.3915, 2.3748, -0.5070], [0.0926, 1.1395, -2.8727], [0.6790, -0.3573, -2.7415], [1.3537, 1.0044, -1.8561], [2.2824, 1.6504, -0.0419], [4.0876, 0.1402, 1.1701], [2.8116, -2.2814, 1.4922], [-0.2984, -2.6762, 0.9906], [-0.0822, -2.5182, -0.6447], [1.0838, -3.3824, 0.1324], [-1.7088, -1.0066, -1.8203]],
  "forces_ev_per_a": [[-0.7, 0.0, -0.5], [0.4, 0.1, 1.9], [1.0, 1.1, -0.5], [1.0, -0.3, 0.1], [0.1, -2.4, -0.7], [0.5, 1.7, 1.4], [0.3, 0.9, -4.2], [-1.3, 0.3, -0.9], [-0.7, -4.3, 0.6], [2.6, 1.0, 0.2], [-1.1, 0.6, 0.2], [0.0, 1.3, 0.5], [-1.7, 2.7, 0.0], [0.9, 0.4, -1.5], [0.5, 0.2, 0.2], [-1.6, -0.5, -0.2], [-1.0, 0.6, -0.1], [0.4, -0.3, -0.4], [0.7, -0.5, 0.5], [-1.1, 0.4, 1.0], [-0.4, -0.8, 1.6], [0.1, 0.9, 1.9], [-0.1, -1.0, -0.3], [0.3, 2.5, -0.4], [-1.5, -0.4, -0.1], [0.8, -0.7, 0.0], [0.0, -0.2, 0.9], [-0.5, 0.1, -1.3], [1.9, -2.9, 0.1], [0.3, -0.4, -0.2]]
}


Record 2
{
  "formula": "C4H4NO",
  "method": "wB97M-V/def2-TZVPD",
  "e_lumo_ev": -6.377,
  "total_charge": 1,
  "e_above_lowest_kj_mol": 199.0,
  "homo_ev": -14.73,
  "orbital_gap_ev": 8.355,
  "species": ["C", "C", "C", "C", "N", "O", "H", "H", "H", "H"],
  "xyz": [[1.7622, 0.5581, 0.4205], [2.3327, -0.0639, 1.4233], [-1.8302, -0.8958, -0.3877], [1.1729, 1.0396, -0.5209], [-1.1704, 0.2040, -0.3874], [2.7777, -0.5860, 2.2939], [-2.9262, -0.7577, -0.3267], [-1.2444, -1.8382, -0.4215], [1.0040, 1.4692, -1.5017], [-1.8782, 0.8706, -0.5917]],
  "forces_ev_per_a": [[-0.1, 0.4, -0.4], [-0.7, 0.6, -0.7], [1.0, 0.7, 0.3], [0.0, -0.2, -0.9], [0.1, -1.3, -0.9], [1.1, -1.1, 1.7], [0.5, -1.2, -0.3], [-1.0, 0.3, 0.4], [-0.4, 0.0, 0.5], [-0.4, 1.7, 0.5]]
}


Record 3
{
  "formula": "C42H40F5N6OS7SbW",
  "method": "wB97M-V/def2-TZVPD",
  "e_lumo_ev": [-0.762, -0.769],
  "spin_multiplicity": 3,
  "s_squared": 2.017,
  "e_above_lowest_kj_mol": 300.2,
  "homo_ev": [-6.87, -7.04],
  "orbital_gap_ev": [6.111, 6.271],
  "species": ["W", "S", "Sb", "S", "S", "S", "N", "C", "C", "C", "N", "H", "H", "H", "H", "H", "H", "H", "H", "H", "H", "N", "S", "N", "S", "N", "S", "N", "C", "C", "C", "C", "C", "C", "C", "C", "C", "C", "C", "C", "C", "C", "C", "C", "C", "C", "C", "C", "C", "C", "C", "C", "C", "C", "C", "C", "C", "C", "C", "C", "C", "C", "C", "C", "H", "H", "H", "H", "H", "H", "H", "H", "H", "H", "H", "H", "H", "H", "H", "H", "H", "H", "H", "H", "H", "H", "H", "H", "H", "H", "H", "H", "H", "H", "O", "C", "F", "C", "F", "C", "F", "F", "F"],
  "xyz": [[0.2471, -0.3639, 0.1701], [5.3279, -1.2006, -1.1632], [3.1234, -1.3140, -1.5525], [1.9651, 0.7518, -1.1035], [1.7448, -2.3496, 0.2407], [2.3000, -2.0926, -3.5320], [-0.4132, -1.6816, -1.6539], [-1.5349, -2.6496, -1.6878], [-2.9072, -2.0044, -1.5952], [-3.3416, -1.6789, -0.1854], [-2.5347, -0.5981, 0.3829], [-0.5925, -0.9815, -2.3518], [0.4054, -2.1608, -1.9937], [-1.3947, -3.3585, -0.8748], [-1.4684, -3.1999, -2.6252], [-3.6432, -2.6880, -2.0288], [-2.9204, -1.0921, -2.2000], [-3.2104, -2.5546, 0.4470], [-4.4062, -1.4266, -0.1881], [-2.7479, -0.5144, 1.3680], [-2.7770, 0.2721, -0.0596], [-0.0971, 1.3526, 1.2583], [-0.8216, 2.2774, 2.0613], [-0.9746, 3.7717, 1.4222], [-0.3351, 4.0943, 0.0474], [-1.0574, 3.6205, -1.2132], [-1.1259, 2.1368, -1.9202], [-0.9323, 0.9074, -1.1981], [-0.2193, 2.3869, -3.4458], [0.5164, 1.3375, -3.9715], [1.1547, 1.5196, -5.1928], [1.0508, 2.7298, -5.8659], [0.2924, 3.7742, -5.3361], [-0.3567, 3.6060, -4.1233], [-2.7993, 2.2626, -2.5303], [-3.1411, 1.4261, -3.5831], [-4.4716, 1.3240, -3.9588], [-5.4471, 2.0442, -3.2772], [-5.0895, 2.8918, -2.2383], [-3.7560, 3.0093, -1.8632], [-0.4661, 5.8452, -0.0306], [-0.5235, 6.5751, 1.1408], [-0.4649, 7.9616, 1.0618], [-0.3375, 8.5830, -0.1683], [-0.2785, 7.8289, -1.3298], [-0.3380, 6.4457, -1.2655], [1.4068, 3.8287, -0.0518], [2.1597, 3.6519, 1.0990], [3.5224, 3.4533, 0.9692], [4.1132, 3.4735, -0.2894], [3.3523, 3.7193, -1.4209], [1.9843, 3.8949, -1.3109], [-0.1162, 2.5720, 3.6609], [0.8900, 1.7135, 4.0629], [1.4582, 1.9038, 5.3173], [1.0124, 2.9358, 6.1329], [-0.0068, 3.7875, 5.7118], [-0.5849, 3.6070, 4.4669], [-2.5230, 1.9651, 2.4580], [-2.8166, 1.1469, 3.5381], [-4.1351, 0.7726, 3.7498], [-5.1332, 1.2168, 2.8930], [-4.8242, 2.0479, 1.8237], [-3.5095, 2.4261, 1.6032], [0.6217, 0.3932, -3.4422], [1.7355, 0.7004, -5.6034], [1.5555, 2.8634, -6.8164], [0.2046, 4.7139, -5.8716], [-0.9715, 4.3969, -3.7027], [-2.3740, 0.8659, -4.1081], [-4.7475, 0.6753, -4.7827], [-6.4889, 1.9517, -3.5658], [-5.8476, 3.4684, -1.7207], [-3.4505, 3.6952, -1.0824], [-0.6198, 6.0598, 2.0886], [-0.5127, 8.5520, 1.9687], [-0.2821, 9.6640, -0.2240], [-0.1793, 8.3165, -2.2920], [-0.2950, 5.8367, -2.1631], [1.6909, 3.6596, 2.0732], [4.1225, 3.2663, 1.8523], [5.1758, 3.2806, -0.3901], [3.8164, 3.7241, -2.4002], [1.3708, 4.0351, -2.1962], [1.2099, 0.9138, 3.4045], [2.2448, 1.2389, 5.6519], [1.4588, 3.0764, 7.1124], [-0.3477, 4.5871, 6.3578], [-1.3906, 4.2497, 4.1185], [-2.0294, 0.7832, 4.1866], [-4.3770, 0.1179, 4.5786], [-6.1605, 0.9125, 3.0605], [-5.6058, 2.3980, 1.1600], [-3.2391, 3.0818, 0.7859], [2.7887, -0.3201, 2.0211], [1.8198, -0.4942, 1.4772], [-0.9705, -2.4923, 1.3206], [-0.5532, -2.1793, 2.6716], [-0.9458, -0.7873, 2.7338], [-1.6778, -2.8036, 3.4588], [-2.9447, -2.3974, 3.0885], [-1.6647, -4.1393, 3.3431], [-1.5611, -2.4789, 4.7692]],
  "forces_ev_per_a": [[-0.9, -0.2, -2.1], [-0.1, 0.0, 0.1], [0.1, -0.2, 0.0], [0.2, -0.5, 0.4], [0.2, -0.3, -0.5], [-0.1, 0.1, 0.1], [-0.5, 0.3, 0.8], [0.1, 0.0, 0.1], [0.0, 0.0, -0.1], [0.0, 0.0, 0.1], [0.2, -0.2, 0.2], [-0.2, 0.3, -0.4], [0.6, -0.3, -0.2], [0.1, -0.1, 0.1], [0.1, -0.1, -0.1], [0.1, 0.0, 0.0], [-0.1, 0.0, -0.1], [0.0, 0.0, 0.0], [-0.1, 0.0, 0.1], [0.1, 0.0, 0.2], [-0.1, 0.3, -0.2], [0.8, -1.0, -0.4], [-0.6, 0.9, 0.6], [0.3, 0.4, 0.4], [-0.1, -0.2, 0.3], [0.1, 0.1, -0.6], [-0.3, 0.3, -0.3], [-0.1, -0.2, 0.0], [0.0, 0.4, -0.1], [-0.1, 0.0, 0.1], [0.1, 0.0, -0.2], [0.0, 0.0, 0.0], [0.0, 0.0, 0.1], [0.1, -0.3, 0.1], [-0.1, 0.0, 0.1], [-0.1, -0.1, -0.1], [0.0, 0.0, 0.0], [0.0, 0.0, 0.0], [0.0, 0.0, 0.0], [-0.1, 0.1, -0.1], [0.1, 0.0, 0.2], [0.0, 0.2, 0.2], [0.0, -0.1, 0.2], [0.0, 0.2, 0.0], [0.0, -0.1, -0.2], [-0.1, 0.1, -0.4], [0.1, 0.0, 0.0], [0.0, 0.0, 0.0], [0.1, 0.0, 0.0], [0.1, 0.0, 0.1], [0.1, 0.1, -0.1], [-0.1, 0.0, -0.1], [-0.1, 0.3, 0.1], [0.0, -0.1, 0.0], [0.0, 0.0, 0.1], [0.1, -0.1, 0.0], [0.0, 0.0, 0.0], [0.0, 0.0, -0.1], [0.0, 0.0, 0.1], [0.0, -0.1, 0.1], [0.0, -0.1, 0.1], [-0.1, 0.0, 0.0], [0.0, 0.0, -0.1], [-0.1, 0.1, -0.1], [0.0, 0.2, -0.1], [0.0, 0.1, 0.1], [0.0, 0.0, 0.1], [0.0, -0.1, 0.0], [0.1, -0.1, -0.1], [-0.1, 0.0, 0.0], [0.0, 0.1, 0.1], [0.1, 0.0, 0.0], [0.0, 0.0, 0.0], [-0.1, -0.1, -0.1], [0.0, 0.1, -0.1], [0.0, 0.0, 0.0], [0.0, -0.1, 0.0], [0.0, 0.0, 0.0], [0.0, 0.1, 0.1], [0.0, -0.1, 0.0], [0.0, 0.0, -0.1], [-0.1, 0.0, 0.0], [0.0, 0.0, 0.1], [0.2, 0.0, 0.1], [0.0, 0.1, 0.2], [0.0, 0.0, 0.0], [0.0, 0.0, -0.1], [0.0, 0.0, 0.0], [0.1, -0.1, 0.1], [-0.1, 0.0, 0.0], [0.0, 0.0, -0.1], [0.1, 0.0, 0.0], [0.0, 0.0, 0.0], [-0.1, -0.1, 0.1], [1.9, 0.7, 1.9], [-1.4, -0.5, -1.1], [0.1, -0.1, 0.2], [0.1, -0.1, 0.0], [0.1, 0.1, 0.2], [-0.1, -0.1, 0.3], [0.2, -0.1, 0.1], [-0.1, 0.2, 0.1], [-0.2, -0.2, -0.3]]
}


Record 4
{
  "formula": "C5H8N2",
  "method": "wB97M-V/def2-TZVPD",
  "e_lumo_ev": 1.009,
  "e_above_lowest_kj_mol": 149.6,
  "homo_ev": -8.92,
  "smiles": "Cc1ccnn1C",
  "orbital_gap_ev": 9.926,
  "species": ["C", "C", "C", "C", "N", "N", "C", "H", "H", "H", "H", "H", "H", "H", "H"],
  "xyz": [[0.7775, -0.0089, -1.9473], [0.4246, -0.2877, -0.4877], [0.9531, -1.3543, 0.2324], [0.3690, -1.2971, 1.5027], [-0.4517, -0.2954, 1.5928], [-0.4705, 0.3519, 0.4195], [-1.4177, 1.4922, 0.7399], [0.0709, -0.4671, -2.6532], [1.7613, -0.4384, -2.2082], [0.8379, 1.0561, -2.1793], [1.6696, -2.1099, -0.0731], [0.4544, -1.8919, 2.3949], [-1.8683, 1.2400, 1.7204], [-2.2395, 1.5898, 0.0366], [-0.8705, 2.4207, 0.9097]],
  "forces_ev_per_a": [[-0.3, 0.2, 0.2], [-0.3, 0.2, 0.4], [-0.1, 0.1, 0.0], [0.1, -0.2, 0.2], [0.2, -0.6, 0.5], [-0.2, -0.2, 0.6], [0.2, 0.1, -0.6], [-0.1, 0.2, 0.3], [-0.4, 0.1, 0.5], [-0.1, 0.0, 0.1], [-0.2, 0.4, -0.3], [0.4, -0.4, -0.1], [0.4, -0.1, -0.9], [0.3, 0.2, -0.4], [0.0, 0.0, -0.5]]
}


Record 5
{
  "formula": "C21H36BrCl2FN3O6P",
  "method": "wB97M-V/def2-TZVPD",
  "e_lumo_ev": -1.911,
  "homo_ev": -8.65,
  "smiles": "C/C(Cl)=C(/Cl)C1=C(Br)C(=O)C([PH2]=N)=C(F)C1=O.COCCNCCOC.COCCNCCOC",
  "orbital_gap_ev": 6.744,
  "species": ["C", "C", "Cl", "C", "Cl", "C", "C", "Br", "C", "O", "C", "P", "N", "C", "F", "C", "O", "H", "H", "H", "H", "H", "H", "C", "O", "C", "C", "N", "C", "C", "O", "C", "H", "H", "H", "H", "H", "H", "H", "H", "H", "H", "H", "H", "H", "H", "H", "C", "O", "C", "C", "N", "C", "C", "O", "C", "H", "H", "H", "H", "H", "H", "H", "H", "H", "H", "H", "H", "H", "H", "H"],
  "xyz": [[-2.2234, 0.3608, -2.6939], [-2.9514, 0.2397, -1.3759], [-4.6384, 0.5994, -1.4121], [-2.3611, -0.1193, -0.2380], [-3.1927, -0.3228, 1.2623], [-0.8947, -0.2861, -0.1089], [-0.2239, -1.4387, 0.0441], [-0.9844, -3.1265, 0.0068], [1.2858, -1.4334, 0.1806], [1.9588, -2.3130, -0.2786], [1.8762, -0.2469, 0.8699], [3.4436, -0.3999, 1.7632], [4.7828, -0.4859, 0.9919], [1.1943, 0.8873, 0.7293], [1.5744, 2.0500, 1.2346], [-0.0736, 0.9679, -0.0876], [-0.3676, 1.9684, -0.6784], [-2.9348, 0.4147, -3.5191], [-1.5980, 1.2660, -2.7030], [-1.5851, -0.5172, -2.8537], [3.1561, -1.4979, 2.5949], [3.3150, 0.6585, 2.6750], [4.7159, -0.4921, -0.0179], [7.4848, 5.3369, 6.0619], [6.0775, 5.2742, 5.9755], [5.4726, 6.4084, 5.3674], [4.7836, 6.0163, 4.0806], [5.7566, 5.6274, 3.0731], [5.1864, 5.0854, 1.8475], [4.4277, 3.7684, 1.9454], [5.2417, 2.6647, 2.2903], [5.4085, 2.4204, 3.6696], [7.8114, 4.4481, 6.5988], [7.9617, 5.3528, 5.0756], [7.8125, 6.2229, 6.6158], [6.2265, 7.1771, 5.1708], [4.7356, 6.8189, 6.0633], [4.2143, 6.8737, 3.7079], [4.0620, 5.2212, 4.3202], [6.3878, 4.9449, 3.4757], [5.9994, 4.9470, 1.1310], [4.5111, 5.8361, 1.4225], [4.0189, 3.5462, 0.9560], [3.5784, 3.8369, 2.6385], [4.5203, 2.7141, 4.2400], [6.2734, 2.9406, 4.0923], [5.5738, 1.3486, 3.7896], [-7.1297, -6.2108, -5.8053], [-7.5073, -5.2675, -4.8259], [-7.5569, -5.7807, -3.5006], [-6.5274, -5.0989, -2.6292], [-5.1815, -5.4668, -3.0388], [-4.1181, -4.7403, -2.3592], [-4.0301, -3.2392, -2.5941], [-3.6874, -2.8825, -3.9219], [-4.7760, -2.7062, -4.8070], [-7.1942, -5.7118, -6.7705], [-6.1064, -6.5748, -5.6596], [-7.8032, -7.0743, -5.8101], [-7.3860, -6.8617, -3.5091], [-8.5555, -5.5931, -3.0965], [-6.6779, -5.4122, -1.5913], [-6.7165, -4.0163, -2.6768], [-5.0951, -5.3236, -4.0382], [-3.1644, -5.1837, -2.6574], [-4.2246, -4.9064, -1.2811], [-3.2251, -2.8540, -1.9624], [-4.9507, -2.7256, -2.3002], [-5.6558, -2.3212, -4.2817], [-5.0591, -3.6317, -5.3169], [-4.4714, -1.9806, -5.5614]],
  "forces_ev_per_a": [[0.1, 0.1, 0.1], [0.1, 0.0, -0.2], [0.0, -0.1, 0.0], [0.2, -0.1, -0.2], [-0.1, 0.1, 0.0], [0.2, -0.3, 0.0], [0.1, 0.5, -0.1], [-0.2, -0.2, 0.0], [-0.2, 0.3, -0.1], [0.1, -0.3, 0.2], [-0.4, 0.1, 0.0], [0.6, -0.1, -0.2], [-0.3, 0.0, -0.1], [-0.1, 0.0, -0.1], [0.1, -0.1, -0.1], [0.2, -0.3, 0.1], [-0.1, 0.3, 0.1], [0.1, 0.0, 0.1], [-0.2, -0.3, 0.0], [-0.1, 0.2, 0.0], [-0.1, 0.0, 0.1], [0.0, 0.0, 0.1], [0.2, 0.0, 0.1], [0.0, 0.0, 0.1], [0.0, -0.1, -0.1], [0.0, 0.1, 0.0], [0.0, -0.1, 0.0], [0.0, -0.1, 0.1], [0.0, 0.1, 0.0], [-0.1, 0.0, 0.0], [0.0, 0.0, 0.0], [0.0, -0.1, 0.0], [0.0, 0.0, 0.0], [0.0, 0.0, 0.0], [0.0, 0.0, 0.0], [0.0, 0.0, 0.0], [0.0, 0.0, 0.0], [0.0, 0.0, 0.0], [0.0, 0.0, 0.0], [0.0, 0.0, 0.0], [0.0, 0.0, 0.0], [0.0, 0.0, 0.0], [0.0, 0.0, 0.0], [0.0, 0.0, 0.0], [0.0, 0.0, 0.0], [0.0, 0.0, 0.0], [0.0, 0.0, 0.0], [-0.1, 0.0, 0.0], [0.1, 0.0, 0.0], [-0.1, -0.1, 0.0], [0.0, 0.0, 0.0], [0.0, 0.1, -0.1], [0.0, -0.1, 0.0], [0.1, 0.1, 0.1], [0.0, 0.0, 0.0], [0.0, 0.1, 0.0], [0.0, 0.0, 0.0], [0.0, 0.0, 0.0], [0.0, 0.0, 0.0], [0.0, 0.0, 0.0], [0.0, 0.0, 0.0], [0.0, 0.0, 0.0], [0.0, 0.0, 0.0], [0.0, 0.0, 0.0], [0.0, 0.0, 0.0], [0.0, 0.0, 0.0], [0.0, 0.0, 0.0], [-0.1, 0.0, 0.0], [0.0, 0.0, 0.0], [0.0, 0.0, 0.0], [0.0, 0.0, 0.0]]
}


Record 6
{
  "formula": "CH5N",
  "method": "wB97M-V/def2-TZVPD",
  "e_lumo_ev": 1.247,
  "e_above_lowest_kj_mol": 28.7,
  "homo_ev": -9.12,
  "smiles": "CN",
  "orbital_gap_ev": 10.370,
  "species": ["C", "N", "H", "H", "H", "H", "H"],
  "xyz": [[-0.1686, 0.3351, -0.4082], [0.5095, -0.2131, 0.7197], [-1.1030, -0.1780, -0.6008], [0.3058, 0.1583, -1.4107], [-0.3317, 1.4008, -0.3494], [-0.0624, -0.3624, 1.6172], [0.8505, -1.1407, 0.4322]],
  "forces_ev_per_a": [[-1.0, -0.2, -1.7], [0.7, -1.5, 1.8], [-0.9, 0.2, 0.1], [0.5, 0.1, 1.2], [-0.1, 0.3, 0.2], [0.9, 0.5, -2.2], [-0.1, 0.6, 0.6]]
}


Table of molecular weight (g/mol), in record order: 224.7, 82.1, 1269.9, 96.1, 627.3, 31.1
Table of electronic energy (a.u.), in record order: -1052.2727, -284.3803, -5621.9738, -304.7785, -5372.9042, -95.8277